The following is a DFT calculation (ωB97M-V/def2-TZVPD) of a structure of composition C37H33BF6HfN8O8SSbSe at a distorted geometry.

Each line ends with the Löwdin charge.
Geometry (Å):
Hf: 0.02332 0.66093 1.49879  1.585
O: 2.64455 -2.19269 3.40477  0.089
C: 1.92544 -1.25484 3.11112  -0.440
N: 1.49257 -0.88068 1.88021  -0.034
C: 2.11202 -1.42097 0.73062  -0.231
C: 2.64822 -2.69344 0.59925  -0.014
C: 3.22407 -3.07584 -0.60657  -0.079
C: 3.26609 -2.19103 -1.67142  -0.091
C: 2.71623 -0.91801 -1.55850  -0.023
C: 2.13126 -0.53504 -0.35937  -0.217
N: 1.55564 0.72079 -0.06270  -0.028
C: 1.56337 1.76363 -0.91630  -0.483
O: 1.80446 1.79489 -2.12079  0.030
C: 1.27117 3.06587 -0.19826  -0.222
C: 1.50193 4.27232 -0.82789  -0.004
C: 1.26619 5.44215 -0.12063  -0.022
C: 0.80645 5.35504 1.17856  -0.018
C: 0.58671 4.10282 1.73240  -0.100
N: 0.82529 2.97259 1.06374  0.025
C: 1.47872 -0.28752 4.17325  -0.182
C: 1.64307 -0.60718 5.50746  0.024
C: 1.26973 0.32549 6.45864  -0.026
C: 0.77124 1.54249 6.03395  -0.024
C: 0.63289 1.77707 4.67728  -0.112
N: 0.97347 0.87845 3.74730  0.044
H: 2.61311 -3.37441 1.43338  0.113
H: 3.63574 -4.06955 -0.70500  0.109
H: 3.73279 -2.48923 -2.60134  0.101
H: 2.74676 -0.21890 -2.38001  0.097
H: 1.86161 4.26508 -1.84507  0.127
H: 1.43386 6.40487 -0.58262  0.117
H: 0.59923 6.23562 1.76893  0.117
H: 0.19261 4.01188 2.72925  0.073
H: 2.05915 -1.57215 5.75493  0.127
H: 1.36863 0.10734 7.51275  0.117
H: 0.46619 2.30652 6.73161  0.118
H: 0.22450 2.71113 4.33787  0.073
F: -1.13606 2.11527 2.67386  -0.488
Sb: -2.77565 2.96406 3.50307  1.403
F: -2.85509 3.85285 1.83827  -0.368
F: -1.54743 4.26621 4.10119  -0.337
F: -4.25647 3.85886 4.19130  -0.327
F: -2.43405 1.98252 5.05203  -0.307
F: -3.77258 1.56543 2.77082  -0.330
Se: -2.11613 1.70860 -0.12016  1.020
C: -2.18952 2.93750 -1.53955  -0.573
C: -1.10903 3.34984 -2.31615  -0.089
C: -1.35496 4.27835 -3.31377  -0.122
N: -2.54525 4.81325 -3.56404  0.076
C: -3.56276 4.41519 -2.81031  -0.131
C: -3.44883 3.47937 -1.79345  -0.099
H: -0.11424 2.95899 -2.17794  0.060
H: -0.53966 4.61446 -3.94251  0.114
H: -4.52512 4.86010 -3.02875  0.111
H: -4.30933 3.19048 -1.21061  0.103
O: -2.08830 -2.13160 2.25602  0.111
B: -1.56608 -0.83210 2.36261  -0.557
O: -1.57521 -0.47756 3.73322  0.045
C: -2.06754 -1.55406 4.42542  -0.205
C: -2.24687 -1.69387 5.78218  0.012
C: -2.76203 -2.91535 6.21205  -0.085
C: -3.07628 -3.92708 5.30853  -0.085
C: -2.89362 -3.76311 3.93670  0.015
C: -2.38325 -2.55268 3.52820  -0.200
H: -2.01158 -0.89115 6.46441  0.117
H: -2.92435 -3.07961 7.26776  0.100
H: -3.47240 -4.86086 5.67951  0.100
H: -3.13408 -4.54210 3.23011  0.120
C: 2.55162 -1.46169 -8.08224  -0.112
C: 2.41672 -1.53853 -6.57222  -0.305
S: 0.81538 -2.15105 -6.12218  0.638
O: 0.55704 -3.37100 -6.84278  -0.295
O: -0.12537 -1.05658 -6.20473  -0.314
C: 0.99819 -2.54629 -4.40707  -0.216
C: -0.36096 -2.88426 -3.81624  -0.128
N: -0.43634 -2.47464 -2.41857  0.066
C: -0.72177 -1.22625 -1.98026  -0.298
N: -0.74433 -1.16410 -0.65102  0.088
C: -0.44638 -2.42512 -0.21395  -0.043
C: -0.23166 -3.22688 -1.28682  -0.133
N: 0.25218 -4.56721 -1.27920  -0.334
O: 0.57923 -5.05761 -2.34620  0.072
O: 0.23120 -5.15103 -0.22159  0.110
C: -0.96783 -0.09418 -2.90433  0.029
H: 3.55007 -1.10519 -8.33466  0.081
H: 1.82480 -0.77044 -8.50497  0.083
H: 2.40188 -2.43953 -8.53498  0.078
H: 2.50293 -0.55939 -6.10149  0.107
H: 3.14635 -2.21786 -6.13147  0.105
H: 1.41324 -1.66137 -3.92870  0.094
H: 1.69611 -3.37517 -4.30973  0.112
H: -0.54970 -3.95434 -3.87331  0.128
H: -1.15832 -2.36790 -4.34917  0.121
H: -0.39357 -2.69521 0.82129  0.113
H: -1.08748 -0.40798 -3.93827  0.072
H: -0.11762 0.58702 -2.86522  0.080
H: -1.87018 0.43813 -2.60956  0.061

Values from the calculation:
Multiplicity   2
Largest force on an atom   0.0439 Eh/bohr
HOMO-LUMO gap (alpha / beta)   7.51 / 5.38 eV
Expectation value of S²   0.761